Record 1
A structure of composition C42H45AlN5O8S2SiTe. Source: OMol25; level of theory: wB97M-V/def2-TZVPD.

Properties
- E_LUMO (spin up / spin down): -0.96 / -0.94 eV
- Kohn-Sham gap (spin up / spin down): 5.337 / 6.052 eV
- Expectation value of S²: 0.79
- 2S+1: 2

Atoms and positions in Å:
Al  -1.95940  -0.65293  1.14105
C  -4.57231  -2.55355  -0.18271
Si  -3.95666  -0.76996  -0.32599
C  -5.31491  0.33700  0.37912
C  -3.86430  -0.41528  -2.19032
C  -4.41408  0.73435  -2.77045
C  -4.34833  0.96041  -4.14241
C  -3.72780  0.03538  -4.97177
C  -3.17452  -1.11538  -4.42034
C  -3.24364  -1.33144  -3.04884
H  -5.52846  -2.70330  -0.69673
H  -4.70408  -2.80629  0.87607
H  -3.84266  -3.25723  -0.59861
H  -6.24988  0.24517  -0.18732
H  -5.02042  1.39180  0.39400
H  -5.50699  0.03183  1.41269
H  -4.91752  1.45974  -2.13570
H  -4.79973  1.85247  -4.56624
H  -3.68213  0.20263  -6.04323
H  -2.69943  -1.84978  -5.06363
H  -2.82516  -2.24639  -2.63332
O  -0.87505  -5.08534  6.65484
N  0.10679  -4.70054  6.05021
O  1.23093  -5.14206  6.20500
C  -0.08146  -3.62947  5.05334
C  1.00887  -3.17549  4.38011
C  0.84110  -2.12311  3.45773
C  -0.42572  -1.51025  3.22714
O  -0.58131  -0.47961  2.47921
C  -1.55175  -2.15015  3.86553
C  -1.36752  -3.15935  4.80464
N  -2.85163  -1.80267  3.53581
O  -3.09125  -0.89951  2.57128
O  -3.82218  -2.33295  4.09919
N  1.98092  -1.81540  2.66528
O  2.02235  -0.78719  1.96879
O  2.92144  -2.57053  2.67696
H  1.98270  -3.60728  4.54170
H  -2.22379  -3.57847  5.30682
C  6.97953  2.88098  -0.98818
C  5.67694  2.17287  -0.72737
C  5.08875  1.35690  -1.68012
C  3.85822  0.73853  -1.47462
C  3.32689  -0.12115  -2.58872
C  3.19461  0.95080  -0.25875
Te  1.07161  0.75335  0.15855
N  -0.23057  -0.73011  -0.07657
C  -0.27013  -2.04627  0.12293
O  -1.32543  -2.45643  0.71729
C  0.70291  -3.06815  -0.34959
C  0.19422  -4.31548  -0.70934
C  1.04204  -5.29498  -1.20237
C  2.40371  -5.04046  -1.31877
C  2.91570  -3.80909  -0.93733
C  2.06744  -2.82294  -0.45755
C  0.45884  1.60728  -1.70171
C  0.36174  3.00979  -1.71635
C  0.88466  3.91213  -0.61283
C  -0.24545  3.64082  -2.79612
C  -0.74836  2.92444  -3.86937
C  -1.43945  3.60665  -5.01974
C  -0.58847  1.54642  -3.86375
C  0.00216  0.86382  -2.80780
C  0.12868  -0.63055  -2.97545
C  3.79477  1.72977  0.75348
C  3.20469  1.98471  2.13030
C  5.02355  2.32368  0.48899
H  7.40528  2.59355  -1.94899
H  7.70774  2.65740  -0.20643
H  6.82823  3.96224  -0.99384
H  5.59538  1.19271  -2.62638
H  4.13372  -0.38985  -3.27028
H  2.57341  0.41888  -3.16103
H  2.88306  -1.04015  -2.21667
H  -0.86769  -4.49868  -0.60193
H  0.64353  -6.26077  -1.48628
H  3.06746  -5.80687  -1.70198
H  3.98039  -3.61868  -1.00381
H  2.48020  -1.88114  -0.12433
H  1.60798  3.42010  0.03516
H  0.05306  4.27741  -0.00258
H  1.38774  4.77708  -1.04505
H  -0.33080  4.72406  -2.78658
H  -1.40541  4.69243  -4.91853
H  -2.48711  3.29754  -5.06466
H  -0.97631  3.33428  -5.97063
H  -0.94792  0.96895  -4.70995
H  0.50712  -0.85575  -3.97563
H  -0.84517  -1.10605  -2.88022
H  0.79339  -1.08496  -2.25800
H  2.64016  1.13498  2.50779
H  2.54825  2.86172  2.12436
H  4.01196  2.18962  2.83095
H  5.48742  2.92614  1.26611
S  -2.08273  1.92996  1.15220
C  -1.71407  2.34321  2.73884
N  -0.85870  3.30799  3.05409
C  -0.47379  3.45905  4.45250
C  -1.58362  2.79371  5.26755
S  -2.41119  1.61616  4.14420
H  -0.35211  3.76090  2.30936
H  -0.37989  4.51431  4.69887
H  0.48688  2.97137  4.62940
H  -2.32351  3.50919  5.62025
H  -1.18713  2.24074  6.11410

Atoms 1-3, force components in eV/Å:
Al -0.537 -0.011 -0.151
C -0.003 -0.099 0.018
Si 0.157 0.072 0.108


Record 2
A structure of composition C42H45BNO6Sc. Source: OMol25; level of theory: wB97M-V/def2-TZVPD.

Properties
- E_LUMO: 0.22 eV
- Kohn-Sham gap: 8.275 eV
- Energy relative to the best compared isomer or geometry (same formula, charge and spin): 51.5 kJ/mol

Atoms and positions in Å:
Sc  0.30740  -0.16100  0.15140
C  -4.43030  -3.49550  3.39950
C  -3.77670  -2.76630  2.22490
C  -4.72180  -2.72480  1.01420
O  -2.56720  -3.42420  1.88100
C  -1.53020  -2.46660  1.71680
C  -2.25730  -1.11440  1.89600
O  -3.41710  -1.46090  2.62460
C  -1.40900  0.01130  2.56150
O  -0.16480  0.02060  1.95230
C  -1.21610  -0.11950  4.07700
C  -0.68640  0.98640  4.73790
C  -0.44060  0.95630  6.09750
C  -0.71030  -0.18670  6.82960
C  -1.21560  -1.29740  6.18110
C  -1.47170  -1.26420  4.81960
C  -2.15490  1.33340  2.33130
C  -3.50330  1.47170  2.63880
C  -4.14970  2.67460  2.41510
C  -3.45480  3.76010  1.90350
C  -2.10550  3.63900  1.62100
C  -1.46370  2.43050  1.83490
C  -0.75940  -2.64230  0.34480
O  -0.87330  -1.51260  -0.45100
C  -1.30770  -3.90400  -0.33270
C  -0.96980  -5.15440  0.17610
C  -1.41640  -6.30770  -0.44000
C  -2.20870  -6.22960  -1.57530
C  -2.54220  -4.98950  -2.09030
C  -2.09270  -3.83320  -1.47110
C  0.76110  -2.88350  0.52090
C  1.51720  -2.60160  1.66110
C  2.89250  -2.80130  1.65920
C  3.53750  -3.27170  0.52920
C  2.80260  -3.53510  -0.61450
C  1.43510  -3.34140  -0.61640
H  -4.75510  -4.47720  3.07000
H  -5.27720  -2.92360  3.76580
H  -3.70920  -3.61240  4.20280
H  -4.94670  -3.73750  0.69480
H  -4.24050  -2.19950  0.19450
H  -5.64060  -2.20810  1.28000
H  -0.83110  -2.60770  2.54740
H  -2.54310  -0.73540  0.89250
H  -0.46130  1.88170  4.17980
H  -0.03790  1.83130  6.58680
H  -0.52570  -0.21090  7.89390
H  -1.41290  -2.20330  6.73620
H  -1.88550  -2.14380  4.35610
H  -4.03720  0.62990  3.05110
H  -5.19990  2.77350  2.65350
H  -3.95940  4.70070  1.73610
H  -1.54220  4.47920  1.23840
H  -0.39970  2.32820  1.64640
H  -0.34730  -5.22350  1.05550
H  -1.13720  -7.27360  -0.04170
H  -2.55530  -7.13250  -2.05910
H  -3.14660  -4.91980  -2.98440
H  -2.32970  -2.86120  -1.87970
H  1.06120  -2.24900  2.57740
H  3.45610  -2.59260  2.55710
H  4.60460  -3.43640  0.54250
H  3.29010  -3.90340  -1.50520
H  0.86670  -3.56780  -1.50760
C  3.74600  -0.37020  -4.00560
C  3.88250  0.06440  -2.54700
C  5.16790  -0.53220  -1.96290
O  2.79950  -0.48110  -1.79030
B  2.25680  0.44640  -0.90290
O  2.88420  1.67690  -1.16640
C  3.74700  1.60370  -2.30260
C  5.06410  2.32310  -2.01230
C  3.03950  2.34600  -3.44480
H  3.87260  -1.44790  -4.06170
H  4.50710  0.10640  -4.61840
H  2.76180  -0.12800  -4.39560
H  5.08250  -1.61550  -1.99780
H  5.27890  -0.24050  -0.92200
H  6.04350  -0.22420  -2.52770
H  5.52630  1.95780  -1.10130
H  4.86740  3.38510  -1.88810
H  5.75090  2.18900  -2.84440
H  2.06510  1.90510  -3.64220
H  3.63840  2.33110  -4.35080
H  2.88960  3.38020  -3.14150
C  -2.21310  3.80420  -2.24650
C  -2.87600  2.59920  -2.08250
C  -2.20490  1.54500  -1.48060
N  -0.94900  1.62900  -1.04890
C  -0.31550  2.79400  -1.21390
C  -0.90370  3.89930  -1.80240
H  -2.70250  4.64460  -2.71440
H  -3.89020  2.47230  -2.42740
H  -2.68380  0.58100  -1.35860
H  0.71430  2.82560  -0.87090
H  -0.33870  4.81150  -1.91740

Atoms 1-3, force components in eV/Å:
Sc -0.463 0.714 -0.581
C 0.407 0.333 -0.321
C -0.755 -0.371 -0.015


Record 3
A structure of composition C42H45N5O3PPtS5. Source: OMol25; level of theory: wB97M-V/def2-TZVPD.

Properties
- E_LUMO (spin up / spin down): -2.11 / -5.11 eV
- Kohn-Sham gap (spin up / spin down): 7.669 / 4.678 eV
- Energy relative to the best compared isomer or geometry (same formula, charge and spin): 115.2 kJ/mol
- Expectation value of S²: 6.03
- 2S+1: 5
- Charge: +1

Atoms and positions in Å:
Pt  -0.92203  0.28142  -0.52297
N  -1.45819  -4.73688  6.01493
C  -1.92130  -3.80701  5.13022
C  -2.47027  -4.19815  3.90084
C  -2.91744  -3.25344  3.00449
C  -2.81220  -1.90226  3.31541
C  -2.31651  -1.49537  4.54443
C  -1.89066  -2.44312  5.45019
S  -3.29256  -0.70228  2.11034
O  -2.87501  0.59376  2.65453
O  -4.68660  -0.81992  1.82056
N  -2.39912  -0.88714  0.74527
C  -2.72928  -1.78348  -0.19881
N  -3.61776  -2.76671  -0.00193
C  -3.92405  -3.53674  -1.02907
C  -3.34035  -3.38888  -2.28130
C  -2.37757  -2.40643  -2.38338
N  -2.06475  -1.61140  -1.36517
H  -1.41693  -5.70448  5.75806
H  -0.99347  -4.44350  6.85265
H  -2.54794  -5.25100  3.65791
H  -3.35564  -3.54207  2.06033
H  -2.28236  -0.44144  4.78278
H  -1.52645  -2.14080  6.42267
H  -4.66616  -4.30545  -0.83995
H  -3.62061  -4.00568  -3.12082
H  -1.83496  -2.24433  -3.30817
S  -1.65283  2.24611  1.05163
C  -2.96344  2.37206  -0.06667
C  -3.89041  3.41116  -0.00883
C  -4.88090  3.46253  -0.97305
C  -4.92640  2.46723  -1.94048
C  -3.95988  1.47223  -1.92526
N  -2.98785  1.43222  -1.02405
H  -3.80014  4.15200  0.77256
H  -5.60994  4.26123  -0.97201
H  -5.69790  2.45981  -2.69669
H  -3.96945  0.67948  -2.66419
O  1.00308  0.15728  0.83601
C  1.76610  -0.44542  1.83390
C  1.69608  -1.96552  1.89173
C  2.62030  -2.81150  2.43506
C  2.26064  -4.17750  2.31388
C  1.07539  -4.34251  1.67239
S  0.37613  -2.84288  1.22728
C  3.19633  -0.06016  1.43133
C  4.04189  -0.72015  0.57873
C  5.22941  0.00090  0.32448
C  5.25255  1.20357  0.96615
S  3.84473  1.46646  1.89883
C  1.51383  0.18145  3.20880
C  0.88322  1.35221  3.48562
C  0.96265  1.71737  4.85711
C  1.67352  0.82443  5.58846
S  2.24511  -0.47930  4.62760
H  3.53780  -2.47089  2.89285
H  2.86863  -4.99360  2.67589
H  0.56649  -5.26164  1.42942
H  3.84431  -1.70500  0.18163
H  6.03294  -0.36687  -0.29702
H  6.02556  1.95529  0.95136
H  0.37845  1.94693  2.74527
H  0.51686  2.61696  5.25642
H  1.89919  0.84350  6.64279
C  1.64005  -1.47841  -1.85602
C  1.59099  -0.40678  -2.94805
C  3.02309  -0.13825  -3.40765
C  0.77808  -0.98382  -4.10856
P  0.68354  1.08008  -2.17503
C  1.88534  2.31925  -1.53652
C  3.08449  2.68590  -2.14956
C  3.82480  3.76011  -1.67449
C  3.38402  4.50607  -0.59453
C  2.18534  4.16659  0.01250
C  1.45670  3.08612  -0.45216
C  -0.14889  2.12648  -3.51353
C  -0.71938  3.36051  -2.79961
C  -1.32467  1.36663  -4.13694
C  0.83861  2.58471  -4.58571
H  2.21029  -2.34283  -2.20588
H  0.63710  -1.81082  -1.59488
H  2.11463  -1.08942  -0.96239
H  3.41434  -1.06205  -3.84047
H  3.66423  0.13545  -2.56977
H  3.07595  0.63151  -4.17788
H  1.17839  -1.96979  -4.35411
H  0.84120  -0.36707  -5.00461
H  -0.26814  -1.10891  -3.82682
H  3.45604  2.16448  -3.01709
H  4.74549  4.02920  -2.17654
H  3.96423  5.34644  -0.23628
H  1.81076  4.74630  0.84698
H  0.52615  2.83732  0.02447
H  -1.39781  3.07253  -1.99548
H  -1.27525  3.96665  -3.51808
H  0.06522  3.98469  -2.37629
H  -1.94423  0.91492  -3.36006
H  -1.00290  0.58625  -4.82033
H  -1.93797  2.06898  -4.70518
H  1.58251  3.26064  -4.16533
H  0.29583  3.12814  -5.36232
H  1.35002  1.74550  -5.05878

Atoms 1-3, force components in eV/Å:
Pt -0.593 0.552 -0.313
N -0.056 -0.011 0.041
C -0.092 0.096 -0.056


Record 4
A cluster of 6 separate species, C42H46BrF5N2OP in total. Source: OMol25; level of theory: wB97M-V/def2-TZVPD.

Properties
- E_LUMO: 1.62 eV
- Kohn-Sham gap: 6.518 eV
- Charge: -1

Atoms and positions in Å:
C  8.22172  -4.72578  -2.14484
N  8.59639  -4.36867  -3.56667
C  9.66877  -3.30170  -3.54499
C  7.36480  -3.91256  -4.37261
O  6.89222  -4.84617  -5.24485
C  6.67681  -2.42824  -4.27270
P  4.77742  -2.46413  -3.91567
Br  5.22745  -2.79802  -1.71973
C  4.82152  -0.56458  -3.80737
C  5.43164  0.08592  -2.43704
N  5.53209  1.60279  -2.73038
C  2.85943  -2.57273  -3.68649
C  2.11882  -3.55009  -2.55086
C  0.45635  -3.62424  -2.37620
C  -0.58423  -2.73027  -3.33339
C  0.14023  -1.81268  -4.48607
C  1.76692  -1.74358  -4.64441
H  8.13607  -3.77046  -1.45249
H  7.17848  -5.25675  -2.13084
H  9.00329  -5.47430  -1.64628
H  9.67071  -2.65627  -2.54576
H  10.71189  -3.88096  -3.53284
H  9.56381  -2.56822  -4.45352
H  7.28506  -1.83224  -3.43996
H  6.92515  -1.85972  -5.29113
H  4.76068  -3.90006  -4.07996
H  4.54157  -2.31694  -5.35567
H  5.55977  -0.21134  -4.67952
H  3.81523  -0.00840  -4.02375
H  6.52897  -0.22492  -2.17185
H  4.68885  0.04976  -1.50282
H  4.64118  2.02257  -2.32606
H  5.48254  1.77726  -3.75795
H  2.72058  -4.24547  -1.83042
H  -0.01533  -4.30982  -1.55341
H  -1.76125  -2.77545  -3.16464
H  -0.57965  -1.17275  -5.18052
H  2.19284  -1.04735  -5.51115
F  1.94943  1.57989  -1.24618
C  0.90221  1.09950  -0.56269
C  1.02511  -0.10606  0.11934
C  -0.06342  -0.60406  0.83536
C  -1.26736  0.10448  0.85233
C  -1.38235  1.31112  0.16042
C  -0.29031  1.81431  -0.54618
H  1.96545  -0.64663  0.08792
H  0.02485  -1.54181  1.37830
H  -2.11749  -0.28654  1.40725
H  -2.32165  1.85875  0.17170
H  -0.35948  2.75509  -1.08216
F  -3.75113  3.14273  -0.48475
C  -4.92730  3.31748  0.13225
C  -5.71185  4.41947  -0.18985
C  -6.93892  4.59904  0.44861
C  -7.36311  3.67944  1.41098
C  -6.56617  2.57925  1.73100
C  -5.34447  2.39401  1.08435
H  -5.36219  5.12774  -0.93386
H  -7.56327  5.45313  0.19828
H  -8.31821  3.82230  1.91193
H  -6.89653  1.86708  2.48331
H  -4.71658  1.53963  1.31443
F  -7.00753  0.47015  4.03970
C  -8.05475  -0.01023  4.72319
C  -7.93185  -1.21580  5.40522
C  -9.02038  -1.71379  6.12124
C  -10.22432  -1.00525  6.13821
C  -10.33931  0.20139  5.44630
C  -9.24727  0.70457  4.73970
H  -6.99151  -1.75637  5.37380
H  -8.93211  -2.65154  6.66418
H  -11.07445  -1.39628  6.69313
H  -11.27861  0.74902  5.45758
H  -9.31644  1.64536  4.20372
F  -9.73414  4.43739  3.54411
C  -10.30205  5.58051  3.13744
C  -10.64702  5.73488  1.79922
C  -11.24305  6.92295  1.37634
C  -11.47769  7.94866  2.29538
C  -11.12322  7.78607  3.63547
C  -10.53751  6.59372  4.06008
H  -10.44951  4.93053  1.09819
H  -11.52361  7.05051  0.33377
H  -11.93851  8.87686  1.96424
H  -11.30306  8.58737  4.34813
H  -10.26389  6.44704  5.09967
F  12.95191  -3.54472  2.26514
C  11.66665  -3.30669  1.97180
C  10.83522  -4.36739  1.62931
C  9.49567  -4.12063  1.32881
C  9.00472  -2.81314  1.36360
C  9.84842  -1.75460  1.70361
C  11.18498  -2.00306  2.01489
H  11.23624  -5.37523  1.59942
H  8.83554  -4.94396  1.06743
H  7.96094  -2.62061  1.12480
H  9.46506  -0.73733  1.72602
H  11.85249  -1.19318  2.28995

Atoms 1-3, force components in eV/Å:
C -0.583 -0.510 0.968
N -1.331 1.938 0.448
C 0.953 0.127 0.540